[1]
Density functional theory data (ωB97M-V with the def2-TZVPD basis set) for 2 unconnected molecules or ions with the total composition C3H5ClO2S.

Structure (XYZ):
```
12
C3H5ClO2S | OMol25 | ωB97M-V with the def2-TZVPD basis set
O 0.40244 0.24739 0.89625
C 1.55431 -0.08809 0.92928
O 1.98603 -1.34994 0.75323
S 2.88362 1.04763 1.21964
H 1.18612 -1.88440 0.60304
H 3.86820 0.14311 1.14386
C -2.53717 0.79595 -0.98359
C -1.60808 -0.11578 -0.74566
Cl -0.25172 -0.38023 -1.79421
H -2.50390 1.44296 -1.85411
H -3.36969 0.91244 -0.28416
H -1.61015 -0.77103 0.11643
```

The calculation puts the total energy at -1126.15199 Ha. For the highest occupied orbital energy, the calculation gives -9.56 eV. The value obtained for the energy above the lowest of the compared OMol25 structures with the same formula, charge and spin is 0.071 eV. Its HOMO-LUMO gap is 10.08 eV. The net charge is 0. Its LUMO energy is 0.523 eV. Its SMILES is O=C(O)S.C=CCl.

=====

[2]
Density functional theory data (ωB97M-V with the def2-TZVPD basis set) for 3 unconnected molecules or ions with the total composition C5H12O2.

Structure (XYZ):
```
19
C5H12O2 | OMol25 | ωB97M-V with the def2-TZVPD basis set
C -1.26251 0.71653 -1.36958
C -0.43809 1.34052 -0.53044
C -0.61557 1.42926 0.95961
C 0.63688 1.02501 1.74271
H -1.10292 0.72627 -2.44551
H -2.14444 0.18709 -1.01327
H 0.43611 1.85818 -0.93314
H -0.87886 2.46659 1.21045
H -1.47091 0.81110 1.26163
H 0.49519 1.20146 2.81451
H 0.87355 -0.03453 1.59343
H 1.50401 1.61668 1.42461
C 0.76052 -1.51659 -1.87927
O 0.21879 -2.57532 -1.65367
H 1.32455 -0.97323 -1.10335
H 0.71639 -1.05206 -2.88099
O 0.66144 -2.34877 1.12444
H -0.23071 -2.18140 1.45067
H 0.51658 -2.69678 0.22716
```

The calculation puts the total energy at -348.13274 Ha. For the highest occupied orbital energy, the calculation gives -9.91 eV. The value obtained for the energy above the lowest of the compared OMol25 structures with the same formula, charge and spin is 1.961 eV. Its HOMO-LUMO gap is 10.57 eV. The net charge is 0. Its LUMO energy is 0.661 eV. Its SMILES is C=CCC.C=O.O.

=====

[3]
Density functional theory data (ωB97M-V with the def2-TZVPD basis set) for 13 unconnected molecules or ions with the total composition C31H88O23S13 at a distorted geometry.

Structure (XYZ):
```
155
C31H88O23S13 | OMol25 | ωB97M-V with the def2-TZVPD basis set
O 0.92724 7.33496 1.03307
S 1.21166 6.23505 0.09429
O 0.15254 5.32059 -0.34395
O 1.96951 6.96915 -1.19280
C 1.94296 6.34158 -2.49154
C 3.40829 5.77866 -2.73375
C 2.67745 5.25232 0.71525
H 1.66860 7.19528 -3.11122
H 1.34560 5.45248 -2.69341
H 3.60303 5.69172 -3.80269
H 3.65708 4.88637 -2.15928
H 4.05956 6.62563 -2.51796
H 3.07952 4.64083 -0.09254
H 2.49468 4.78042 1.68066
H 3.35285 6.04647 1.03345
O -2.93843 1.22122 1.66254
S -3.76691 2.40125 1.37901
O -4.84886 2.47519 0.34739
O -4.37171 3.07164 2.79959
C -5.45302 2.27731 3.29162
C -5.46257 2.65305 4.83309
C -2.56649 3.74716 0.86611
H -5.09253 1.25197 3.20903
H -6.31134 2.45613 2.64400
H -5.39862 3.70826 5.09866
H -4.60233 2.13887 5.26174
H -6.22608 2.14347 5.42087
H -1.78607 3.37987 0.19968
H -2.11694 4.25372 1.72017
H -3.25146 4.43577 0.37142
O 2.00037 1.40242 -1.91102
S 0.99932 1.18580 -0.85694
O -0.38699 1.45710 -0.96360
O 1.06775 -0.34196 -0.25276
C -0.11370 -1.13582 -0.12128
C 0.31906 -2.49632 0.38347
C 1.59914 1.82853 0.74613
H -0.45537 -1.24041 -1.15106
H -0.93748 -0.71632 0.45621
H 0.55703 -2.44935 1.44614
H 1.18674 -2.73629 -0.23105
H -0.50081 -3.21109 0.31262
H 2.49778 1.26493 0.99694
H 0.74305 1.67223 1.40246
H 1.79703 2.88695 0.57673
O -5.08287 -0.80146 -4.37690
S -6.29689 -1.27254 -3.65476
O -6.96725 -2.45041 -4.18260
O -5.76839 -1.64783 -2.11059
C -5.03236 -0.73670 -1.31920
C -3.48335 -0.80129 -1.61576
C -7.52973 0.03523 -3.22613
H -5.13640 -1.15494 -0.31803
H -5.51299 0.24066 -1.36222
H -3.21559 -1.85523 -1.54077
H -2.99866 -0.12644 -0.91024
H -3.15609 -0.34889 -2.55190
H -8.08365 0.05429 -4.16471
H -6.88611 0.90309 -3.08233
H -7.95828 -0.42631 -2.33652
O 1.44406 -7.35395 0.80131
S 0.05463 -7.91513 0.95042
O -0.37317 -9.16018 0.23720
O -0.15250 -8.26765 2.52953
C -1.31137 -8.93977 2.97675
C -0.91339 -9.82999 4.14743
C -1.07358 -6.47715 0.76077
H -1.69902 -9.48945 2.11904
H -2.14356 -8.35845 3.37378
H -1.67218 -10.32011 4.75743
H -0.35560 -9.10177 4.73620
H -0.13039 -10.52408 3.84204
H -0.62783 -5.83149 0.00411
H -0.86297 -6.05544 1.74357
H -2.06695 -6.90679 0.63146
C 1.30588 2.51782 -4.73835
S 1.75204 3.86979 -5.85013
O 3.26052 3.87906 -5.83987
C 1.24098 3.12369 -7.41338
H 2.05917 1.73508 -4.82758
H 0.32478 2.15993 -5.05051
H 1.27191 2.95528 -3.74056
H 1.47318 2.06032 -7.47204
H 1.69405 3.65331 -8.25144
H 0.15967 3.22510 -7.32065
C -3.91052 -3.86572 1.50478
S -4.04174 -3.40707 3.30630
O -5.51810 -3.15594 3.53991
C -3.54869 -5.07146 4.01048
H -2.95928 -3.55285 1.07423
H -4.69558 -3.35782 0.94458
H -3.83688 -4.93641 1.31430
H -4.16336 -5.90045 3.65971
H -3.49666 -4.99243 5.09636
H -2.52498 -5.26343 3.68909
C 7.43346 2.06710 -4.58235
S 6.47213 1.08576 -3.40665
O 7.28170 1.32267 -2.18207
C 5.08736 2.30105 -3.21508
H 7.05720 2.45168 -5.53031
H 8.09879 1.27619 -4.92861
H 8.07848 2.73705 -4.01382
H 5.50835 3.24767 -2.87628
H 4.30552 1.96067 -2.53613
H 4.72783 2.61961 -4.19352
C 2.61420 1.65288 4.61215
S 4.41133 1.71626 4.98546
O 5.03193 0.74154 3.98956
C 4.66287 3.52425 4.56197
H 2.08252 2.19460 5.39443
H 2.26849 0.61952 4.63951
H 2.39002 2.08957 3.63894
H 3.66737 3.96247 4.49082
H 5.33286 3.57618 3.70378
H 5.13143 3.94561 5.45135
C 0.40402 4.77238 5.55631
S -0.05178 4.48002 3.75475
O 0.13744 3.00404 3.46838
C -1.84745 4.45463 4.25224
H 1.47854 4.58933 5.55642
H 0.06156 3.98454 6.22724
H 0.36442 5.78634 5.95434
H -1.99149 5.23292 5.00165
H -2.03576 3.46167 4.66048
H -2.65588 4.77628 3.59567
C 4.96126 0.59599 0.18840
S 5.33574 2.36247 0.48067
O 4.27145 2.87837 1.37483
C 6.78821 1.96977 1.51184
H 5.02347 0.04884 1.12907
H 5.64446 0.31066 -0.61156
H 4.03471 0.45571 -0.36831
H 7.55274 1.74338 0.76864
H 6.63998 1.14881 2.21338
H 6.87446 2.89336 2.08422
C 2.52461 -2.43151 -2.76136
S 1.13485 -3.54503 -2.97051
O 1.20762 -3.97071 -4.44184
C 1.82743 -4.97579 -2.00858
H 2.45937 -2.05732 -1.73968
H 2.64423 -1.57763 -3.42820
H 3.41969 -3.04312 -2.87488
H 2.78593 -5.39190 -2.31876
H 1.06132 -5.74675 -2.09097
H 1.86111 -4.66557 -0.96420
C -2.75211 -4.01372 -3.74311
S -2.77008 -4.94609 -2.15617
O -2.39492 -3.88930 -1.13899
C -4.61289 -5.08314 -1.97249
H -1.80556 -3.52464 -3.97317
H -3.60007 -3.33068 -3.79336
H -3.06574 -4.69052 -4.53790
H -4.81205 -5.76820 -1.14840
H -5.21210 -5.55558 -2.75085
H -5.11867 -4.12709 -1.83745
```

The calculation puts the total energy at -8140.37442 Ha. For the highest occupied orbital energy, the calculation gives -8.70 eV. The value obtained for the energy above the lowest of the compared OMol25 structures with the same formula, charge and spin is 3.954 eV. Its HOMO-LUMO gap is 8.89 eV. The net charge is 0. Its LUMO energy is 0.197 eV.

=====

[4]
Density functional theory data (ωB97M-V with the def2-TZVPD basis set) for 11 unconnected molecules or ions with the total composition C54H53F7N2O2 at a distorted geometry.

Structure (XYZ):
```
118
C54H53F7N2O2 | OMol25 | ωB97M-V with the def2-TZVPD basis set
F -3.30267 -0.34403 -4.81750
C -2.08978 0.16068 -4.56039
C -1.84373 1.51719 -4.64057
C -0.62296 2.03540 -4.25649
C 0.40703 1.16043 -3.89810
C 0.20335 -0.19956 -3.82571
C -1.05763 -0.67268 -4.16468
H -2.63192 2.21903 -4.89553
H -0.52552 3.10901 -4.18318
H 1.33066 1.59735 -3.53038
H 0.85874 -0.93963 -3.39685
H -1.22839 -1.74300 -4.24529
F -1.54675 -2.48662 0.20911
C -2.15616 -3.56565 0.70231
C -2.72059 -3.47054 1.97099
C -3.32641 -4.59570 2.48596
C -3.51296 -5.76180 1.75115
C -2.97860 -5.80541 0.46462
C -2.28944 -4.71877 -0.05005
H -2.67894 -2.53518 2.51112
H -3.73574 -4.48094 3.48440
H -4.12614 -6.51334 2.22749
H -3.05686 -6.68107 -0.16580
H -1.80959 -4.85705 -1.01061
F -4.57974 0.56156 -1.53518
C -4.96762 -0.70753 -1.73294
C -4.80396 -1.64714 -0.71662
C -5.47690 -2.88122 -0.78654
C -6.22844 -3.15787 -1.93030
C -6.12265 -2.33748 -3.04063
C -5.54814 -1.09068 -2.91479
H -4.14978 -1.39257 0.10890
H -5.35715 -3.64354 -0.02942
H -6.69506 -4.12361 -2.08308
H -6.62976 -2.59845 -3.96015
H -5.52553 -0.42371 -3.77019
F 1.69671 -6.18325 -0.11132
C 1.56645 -5.39753 -1.21246
C 0.93226 -5.91584 -2.31490
C 0.72644 -5.11309 -3.43225
C 1.18475 -3.80147 -3.36957
C 1.78082 -3.29308 -2.24690
C 2.04481 -4.10718 -1.14575
H 0.60249 -6.94734 -2.28856
H 0.48431 -5.57343 -4.38023
H 1.06012 -3.15169 -4.22946
H 2.16076 -2.27917 -2.22201
H 2.71018 -3.79460 -0.35364
F 1.59085 0.02333 -0.88726
C 0.56841 0.12829 -0.02694
C -0.63314 0.72603 -0.37689
C -1.66306 0.91735 0.49595
C -1.61036 0.39044 1.80851
C -0.41161 -0.23360 2.14462
C 0.63216 -0.42381 1.23204
H -0.66606 1.29219 -1.30581
H -2.56654 1.40988 0.15960
H -2.42072 0.49702 2.51299
H -0.34045 -0.73399 3.10227
H 1.53517 -0.88695 1.61458
F 5.28378 2.33400 -2.28319
C 4.95365 2.96037 -1.14605
C 3.76724 2.70777 -0.50501
C 3.41781 3.35300 0.67462
C 4.26392 4.33188 1.19956
C 5.45739 4.60641 0.51530
C 5.80973 3.93471 -0.63431
H 3.03202 2.00045 -0.87603
H 2.47402 3.10674 1.14295
H 3.96957 4.74014 2.15602
H 6.04062 5.37597 1.00644
H 6.74260 4.14465 -1.14084
F -0.04433 2.24796 7.10582
C 0.87945 1.81495 6.21188
C 1.84183 2.75651 5.90566
C 2.81800 2.41084 4.97754
C 2.77226 1.17588 4.31749
C 1.82658 0.23548 4.72038
C 0.85343 0.56477 5.64211
H 1.84063 3.76236 6.29963
H 3.51098 3.19452 4.69882
H 3.50475 1.04078 3.53813
H 1.83896 -0.74010 4.25173
H 0.07321 -0.12534 5.93789
C 4.28929 -1.56661 1.17358
C 4.37560 -2.31567 2.33095
C 5.08242 -1.77300 3.41692
N 5.59238 -0.54261 3.36553
C 5.51989 0.16649 2.23531
C 4.88697 -0.32591 1.10831
H 3.75942 -1.92385 0.29751
H 3.92694 -3.29327 2.45348
H 5.03020 -2.25621 4.38290
H 5.88679 1.18348 2.28351
H 4.66695 0.29710 0.25094
C -4.52068 4.18068 -2.21941
C -3.48123 3.71605 -1.43700
C -2.85854 4.63678 -0.61260
N -3.19944 5.93436 -0.51998
C -4.19768 6.34351 -1.30877
C -4.86624 5.51719 -2.20277
H -5.06404 3.46072 -2.82313
H -3.17723 2.68485 -1.55113
H -2.20060 4.28709 0.17626
H -4.59097 7.34243 -1.15792
H -5.61379 5.92654 -2.86792
C 4.14666 -0.35129 -3.30617
O 3.29192 -0.88961 -4.32935
H 3.68046 0.53585 -2.87185
H 4.15315 -1.06434 -2.48439
H 5.10581 -0.13303 -3.76632
H 3.28109 -0.28285 -5.07412
C -1.78140 3.37536 4.18668
O -1.75829 4.78289 4.43095
H -0.79589 2.91186 4.32466
H -2.44183 2.96572 4.95501
H -2.03682 3.10929 3.16502
H -1.45842 4.89100 5.33705
```

The calculation puts the total energy at -3048.44663 Ha. For the highest occupied orbital energy, the calculation gives -9.21 eV. The value obtained for the energy above the lowest of the compared OMol25 structures with the same formula, charge and spin is 1.685 eV. Its HOMO-LUMO gap is 9.75 eV. The net charge is 0. Its LUMO energy is 0.541 eV. Its SMILES is Fc1ccccc1.Fc1ccccc1.Fc1ccccc1.Fc1ccccc1.Fc1ccccc1.Fc1ccccc1.Fc1ccccc1.c1ccncc1.c1ccncc1.CO.CO.

=====

[5]
Density functional theory data (ωB97M-V with the def2-TZVPD basis set) for 2 unconnected molecules or ions with the total composition C4H9PS at a distorted geometry.

Structure (XYZ):
```
15
C4H9PS | OMol25 | ωB97M-V with the def2-TZVPD basis set
C 0.80754 -0.78549 -0.20412
C 1.88943 -1.87496 0.02088
C 1.32407 0.60805 -0.49436
C -2.57039 1.63798 0.47013
P -1.65814 -1.36773 0.35910
S -2.43658 0.16248 -0.65848
H 2.80136 -1.42856 0.09449
H 1.69190 -2.61407 -0.80857
H 1.84548 -2.39911 0.91926
H 1.68672 1.06145 0.44148
H 2.06551 0.27951 -1.21348
H 0.35230 1.01417 -0.83172
H -2.55007 2.52325 -0.14410
H -1.70334 1.64200 1.11472
H -3.54580 1.54104 0.93478
```

The calculation puts the total energy at -897.15237 Ha. For the highest occupied orbital energy, the calculation gives -6.98 eV. The value obtained for the energy above the lowest of the compared OMol25 structures with the same formula, charge and spin is 5.216 eV. Its HOMO-LUMO gap is 6.22 eV. The net charge is 0. Its LUMO energy is -0.760 eV.

=====

Which value of net charge does entry 2 give?
0